(1)
{"formula": "C5H5NO", "method": "ωB97M-V/def2-TZVPD", "max_force_ev_per_a": 1.14, "smiles": "N#C[C@@H]1C[C@@H]1C=O", "homo_energy_ev": -10.5162, "homo_lumo_gap_ev": 11.00, "relative_energy_ev": 1.521, "species": ["N", "C", "C", "C", "C", "C", "O", "H", "H", "H", "H", "H"], "xyz": [[1.17, 2.75, -0.12], [0.45, 1.86, -0.29], [-0.43, 0.76, -0.60], [-1.13, -0.07, 0.42], [-0.03, -0.70, -0.39], [1.12, -1.18, 0.45], [1.19, -1.00, 1.65], [-0.98, 0.92, -1.52], [-0.84, 0.10, 1.45], [-2.17, -0.35, 0.27], [-0.22, -1.30, -1.27], [1.89, -1.79, -0.05]], "nbo_charge": [-0.30, 0.27, -0.31, -0.37, -0.33, 0.43, -0.51, 0.26, 0.26, 0.23, 0.24, 0.13]}


(2)
{"formula": "C27H24F6N2O4PSSbTi", "method": "ωB97M-V/def2-TZVPD", "max_force_ev_per_a": 0.52, "homo_energy_ev": [-12.4868, -12.4703], "multiplicity": 2, "charge": 1, "homo_lumo_gap_ev": [8.69, 6.35], "relative_energy_ev": 0.000, "species": ["Ti", "C", "C", "C", "C", "C", "C", "C", "S", "O", "O", "N", "C", "C", "O", "O", "H", "H", "H", "H", "H", "H", "H", "H", "H", "F", "Sb", "F", "F", "F", "F", "F", "N", "P", "C", "C", "C", "C", "C", "C", "C", "C", "C", "C", "C", "C", "C", "C", "C", "C", "C", "C", "H", "H", "H", "H", "H", "H", "H", "H", "H", "H", "H", "H", "H", "H", "H"], "xyz": [[2.06, -0.78, 1.26], [-4.32, 2.97, 3.19], [-3.10, 2.09, 3.29], [-3.14, 0.90, 4.01], [-2.02, 0.09, 4.10], [-0.86, 0.49, 3.45], [-0.79, 1.68, 2.74], [-1.92, 2.47, 2.67], [0.53, -0.57, 3.51], [1.69, 0.24, 3.04], [0.60, -1.26, 4.76], [0.50, -1.54, 2.23], [0.33, -2.98, 2.28], [1.41, -3.53, 1.36], [1.70, -4.67, 1.22], [2.01, -2.50, 0.69], [-5.13, 2.60, 3.81], [-4.67, 3.02, 2.16], [-4.08, 3.99, 3.50], [-4.05, 0.61, 4.52], [-2.04, -0.82, 4.68], [0.13, 1.97, 2.26], [-1.87, 3.41, 2.12], [-0.64, -3.30, 1.91], [0.47, -3.37, 3.29], [3.75, -0.75, -0.26], [5.01, 0.01, 1.03], [5.62, 1.26, -0.19], [6.23, -1.34, 0.69], [5.82, 0.70, 2.53], [3.90, -1.20, 2.16], [3.38, 1.03, 1.33], [0.96, 0.24, 0.02], [0.25, 0.04, -1.45], [-1.46, 0.55, -1.25], [-2.11, 0.30, -0.04], [-3.43, 0.67, 0.10], [-4.11, 1.27, -0.96], [-3.46, 1.51, -2.16], [-2.13, 1.15, -2.31], [1.14, 1.12, -2.55], [1.29, 0.77, -3.89], [1.94, 1.64, -4.75], [2.46, 2.84, -4.27], [2.31, 3.18, -2.93], [1.65, 2.32, -2.06], [0.30, -1.64, -2.05], [1.54, -2.21, -2.36], [1.60, -3.55, -2.71], [0.44, -4.31, -2.75], [-0.79, -3.75, -2.45], [-0.86, -2.41, -2.09], [-1.57, -0.16, 0.78], [-3.94, 0.49, 1.04], [-5.14, 1.55, -0.84], [-3.98, 1.99, -2.98], [-1.61, 1.35, -3.25], [0.90, -0.17, -4.26], [2.06, 1.38, -5.80], [2.97, 3.51, -4.94], [2.73, 4.11, -2.56], [1.54, 2.58, -1.02], [2.44, -1.62, -2.31], [2.56, -4.00, -2.94], [0.50, -5.36, -3.02], [-1.68, -4.35, -2.48], [-1.82, -1.97, -1.86]], "nbo_charge": [1.56, -0.64, 0.05, -0.22, -0.17, -0.33, -0.19, -0.21, 2.33, -0.88, -0.86, -0.85, -0.36, 0.79, -0.49, -0.65, 0.23, 0.23, 0.24, 0.23, 0.24, 0.25, 0.23, 0.24, 0.26, -0.62, 3.18, -0.63, -0.63, -0.63, -0.59, -0.61, -0.77, 1.74, -0.47, -0.12, -0.22, -0.17, -0.22, -0.11, -0.45, -0.17, -0.20, -0.15, -0.22, -0.10, -0.48, -0.10, -0.21, -0.15, -0.21, -0.17, 0.22, 0.23, 0.23, 0.23, 0.22, 0.24, 0.24, 0.23, 0.24, 0.23, 0.23, 0.24, 0.23, 0.23, 0.23]}


(3)
{"formula": "C2H2NO2S", "method": "ωB97M-V/def2-TZVPD", "max_force_ev_per_a": 6.71, "homo_energy_ev": [-1.5956, -3.8749], "multiplicity": 3, "charge": -1, "homo_lumo_gap_ev": [5.61, 6.47], "relative_energy_ev": 3.960, "species": ["C", "C", "N", "O", "O", "S", "H", "H"], "xyz": [[0.77, 1.50, 1.01], [-0.27, 0.68, 0.78], [0.90, 1.12, -0.36], [-1.77, -1.44, 0.23], [-3.46, 0.53, 0.42], [-1.91, -0.06, -0.16], [1.45, 2.05, 1.61], [1.67, 0.59, -0.35]], "nbo_charge": [-0.27, -0.08, -0.57, -0.98, -1.02, 1.41, 0.18, 0.34]}


(4)
{"formula": "C28H33CoN5O5PS3", "method": "ωB97M-V/def2-TZVPD", "max_force_ev_per_a": 0.11, "homo_energy_ev": [-10.4628, -11.1904], "multiplicity": 2, "charge": 1, "homo_lumo_gap_ev": [8.36, 9.09], "relative_energy_ev": 0.000, "species": ["Co", "O", "S", "O", "O", "C", "C", "C", "C", "C", "C", "P", "C", "C", "C", "C", "C", "C", "C", "C", "C", "C", "C", "C", "H", "H", "H", "H", "H", "H", "H", "H", "H", "H", "H", "H", "H", "H", "N", "N", "C", "N", "S", "H", "H", "H", "H", "H", "C", "N", "C", "N", "O", "H", "H", "H", "H", "H", "H", "C", "S", "O", "C", "C", "C", "C", "C", "C", "H", "H", "H", "H", "H", "H", "H", "H"], "xyz": [[-0.01, -0.29, -0.11], [0.50, 0.12, 4.08], [0.86, 0.44, 2.73], [0.67, 1.79, 2.27], [0.18, -0.55, 1.80], [2.59, 0.09, 2.53], [3.35, 0.01, 3.69], [4.73, -0.13, 3.60], [5.34, -0.18, 2.36], [4.58, -0.11, 1.21], [3.19, 0.01, 1.27], [2.25, 0.11, -0.29], [2.87, 1.69, -0.97], [3.78, 1.78, -2.02], [4.23, 3.03, -2.45], [3.78, 4.18, -1.83], [2.90, 4.09, -0.76], [2.44, 2.85, -0.33], [2.97, -1.21, -1.33], [3.56, -2.34, -0.78], [3.95, -3.40, -1.58], [3.76, -3.35, -2.95], [3.17, -2.23, -3.52], [2.77, -1.17, -2.71], [2.86, 0.08, 4.65], [5.32, -0.18, 4.50], [6.42, -0.26, 2.28], [5.06, -0.15, 0.24], [4.17, 0.89, -2.50], [4.94, 3.09, -3.26], [4.13, 5.15, -2.16], [2.57, 4.99, -0.25], [1.77, 2.79, 0.52], [3.70, -2.40, 0.29], [4.42, -4.27, -1.13], [4.08, -4.17, -3.58], [3.03, -2.17, -4.59], [2.33, -0.29, -3.17], [-0.30, -0.35, -2.09], [-0.05, 0.86, -2.77], [-0.36, 2.03, -2.12], [-0.25, 3.12, -2.89], [-0.79, 2.09, -0.52], [0.30, -1.08, -2.45], [-1.28, -0.63, -2.15], [-0.24, 0.83, -3.77], [0.27, 3.10, -3.76], [-0.34, 4.01, -2.43], [-5.30, -0.86, 1.26], [-4.16, -0.90, 0.37], [-2.87, -0.80, 0.76], [-2.62, -0.62, 2.06], [-1.96, -0.89, -0.10], [-6.20, -0.96, 0.66], [-5.36, 0.09, 1.79], [-5.27, -1.68, 1.98], [-4.29, -1.04, -0.62], [-3.35, -0.49, 2.73], [-1.65, -0.56, 2.34], [1.12, -3.72, 1.79], [-0.20, -3.40, 0.62], [0.40, -2.47, -0.41], [-0.22, -5.00, -0.16], [-1.03, -6.00, 0.36], [-1.03, -7.25, -0.24], [-0.24, -7.49, -1.35], [0.56, -6.47, -1.87], [0.58, -5.22, -1.28], [2.00, -4.04, 1.23], [0.80, -4.50, 2.48], [1.30, -2.79, 2.32], [-1.66, -5.80, 1.22], [-1.66, -8.04, 0.16], [-0.24, -8.46, -1.82], [1.17, -6.66, -2.74], [1.19, -4.42, -1.67]], "mulliken_charge": [1.04, -0.81, 1.62, -0.77, -0.75, 0.31, -0.57, -0.73, -0.86, -0.45, -0.18, 2.18, 0.89, -0.45, -0.77, -0.58, -0.94, -0.84, 0.74, -0.66, -0.96, -0.81, -0.86, -1.02, 0.61, 0.43, 0.45, 0.51, 0.45, 0.45, 0.42, 0.48, 0.59, 0.59, 0.44, 0.45, 0.46, 0.65, -0.37, -0.44, 0.60, -0.42, -0.38, 0.14, 0.60, 0.33, 0.21, 0.28, -1.01, -0.12, 0.05, -0.10, -0.64, 0.33, 0.30, 0.31, 0.26, 0.18, 0.12, -0.70, 0.36, -0.40, 0.57, -0.41, -0.68, -0.51, -0.78, -0.29, 0.26, 0.53, 0.04, 0.47, 0.40, 0.40, 0.45, 0.31]}


(5)
{"formula": "C3H4O2", "method": "ωB97M-V/def2-TZVPD", "max_force_ev_per_a": 4.28, "smiles": "O=C1COC1", "homo_energy_ev": -10.1589, "homo_lumo_gap_ev": 10.56, "relative_energy_ev": 2.672, "species": ["O", "C", "C", "O", "C", "H", "H", "H", "H"], "xyz": [[0.34, -1.80, 0.72], [0.17, -0.69, 0.33], [-0.43, 0.49, 0.93], [-0.58, 0.90, -0.73], [0.32, -0.08, -1.06], [0.12, 1.31, 1.32], [-1.22, 0.31, 1.64], [-0.03, -0.77, -1.81], [1.30, 0.32, -1.32]], "nbo_charge": [-0.49, 0.54, -0.17, -0.52, -0.18, 0.23, 0.22, 0.19, 0.18]}


(6)
{"formula": "C4H6N2O", "method": "ωB97M-V/def2-TZVPD", "max_force_ev_per_a": 0.43, "smiles": "Nc1ccc(O)[nH]1", "homo_energy_ev": -7.1441, "homo_lumo_gap_ev": 8.02, "relative_energy_ev": 0.938, "species": ["N", "C", "C", "C", "C", "O", "N", "H", "H", "H", "H", "H", "H"], "xyz": [[-2.28, -0.39, 0.16], [-0.92, -0.02, 0.13], [-0.28, 1.15, 0.40], [1.13, 0.91, 0.28], [1.27, -0.39, -0.13], [2.35, -1.15, -0.47], [0.03, -0.97, -0.20], [-2.57, -0.78, -0.73], [-2.85, 0.44, 0.33], [-0.75, 2.09, 0.68], [1.94, 1.61, 0.43], [3.06, -0.54, -0.70], [-0.13, -1.96, -0.17]], "nbo_charge": [-0.82, 0.29, -0.35, -0.39, 0.42, -0.67, -0.56, 0.37, 0.38, 0.22, 0.22, 0.49, 0.42]}


(7)
{"formula": "C5H8O", "method": "ωB97M-V/def2-TZVPD", "max_force_ev_per_a": 3.39, "smiles": "O[C@@]12CC[C@@H]1C2", "homo_energy_ev": -9.3357, "homo_lumo_gap_ev": 10.46, "relative_energy_ev": 3.235, "species": ["O", "C", "C", "C", "C", "C", "H", "H", "H", "H", "H", "H", "H", "H"], "xyz": [[1.33, 0.76, 1.56], [0.43, 0.23, 0.65], [-0.10, -1.18, 0.58], [-1.23, -0.62, -0.33], [-0.65, 0.78, -0.19], [0.74, 0.76, -0.79], [1.80, 0.86, 0.67], [-0.47, -1.56, 1.54], [0.60, -1.91, 0.16], [-2.22, -0.71, 0.12], [-1.24, -1.00, -1.36], [-1.17, 1.73, -0.12], [1.15, 1.78, -0.89], [1.02, 0.10, -1.61]], "nbo_charge": [-0.70, 0.26, -0.42, -0.38, -0.24, -0.54, 0.51, 0.22, 0.20, 0.21, 0.20, 0.23, 0.23, 0.21]}


(8)
{"formula": "C29H43BiBrF4N2PSSi4Te", "method": "ωB97M-V/def2-TZVPD", "max_force_ev_per_a": 0.32, "homo_energy_ev": -13.1173, "charge": 2, "homo_lumo_gap_ev": 6.98, "relative_energy_ev": 0.049, "species": ["Bi", "F", "C", "C", "F", "C", "F", "C", "P", "C", "C", "C", "C", "C", "C", "C", "C", "C", "C", "C", "C", "C", "Br", "C", "F", "H", "H", "H", "H", "H", "H", "H", "H", "H", "H", "C", "N", "C", "N", "S", "H", "H", "H", "H", "H", "H", "C", "Si", "C", "C", "Si", "Te", "Si", "C", "C", "C", "Si", "C", "C", "C", "H", "H", "H", "H", "H", "H", "H", "H", "H", "H", "H", "H", "H", "H", "H", "H", "H", "H", "H", "H", "H", "H", "H", "H", "H", "H", "H"], "xyz": [[1.10, 0.16, 0.44], [1.79, 4.95, -6.06], [1.71, 4.40, -4.87], [1.76, 5.19, -3.74], [1.89, 6.49, -3.84], [1.68, 4.58, -2.50], [1.75, 5.36, -1.42], [1.54, 3.20, -2.35], [1.42, 2.61, -0.64], [0.01, 3.45, 0.12], [-1.25, 2.98, -0.27], [-2.39, 3.60, 0.21], [-2.28, 4.67, 1.09], [-1.03, 5.13, 1.48], [0.12, 4.53, 0.99], [2.95, 3.03, 0.20], [2.99, 3.01, 1.59], [4.19, 3.25, 2.25], [5.34, 3.51, 1.52], [5.30, 3.52, 0.13], [4.11, 3.27, -0.53], [1.49, 2.43, -3.51], [1.27, 0.56, -3.50], [1.58, 3.02, -4.75], [1.54, 2.30, -5.86], [-1.34, 2.15, -0.95], [-3.37, 3.25, -0.10], [-3.17, 5.15, 1.47], [-0.94, 5.96, 2.16], [1.09, 4.91, 1.28], [2.10, 2.82, 2.17], [4.22, 3.25, 3.33], [6.27, 3.71, 2.03], [6.20, 3.72, -0.43], [4.09, 3.28, -1.62], [4.85, -1.98, -3.83], [4.58, -1.23, -2.61], [3.52, -1.43, -1.84], [2.60, -2.31, -2.19], [3.49, -0.55, -0.33], [5.75, -1.58, -4.29], [4.03, -1.86, -4.54], [5.01, -3.04, -3.61], [5.27, -0.58, -2.27], [2.64, -2.80, -3.07], [1.76, -2.40, -1.63], [-1.48, -4.96, 3.06], [-0.49, -3.77, 2.01], [0.53, -4.72, 0.75], [0.62, -2.71, 3.08], [-2.04, -2.36, 0.93], [-0.67, -1.33, -1.04], [-3.66, -3.42, -0.44], [-2.81, -4.78, -1.40], [-4.43, -2.16, -1.59], [-4.92, -4.10, 0.76], [-2.86, -0.60, 2.27], [-3.49, -1.43, 3.82], [-4.25, 0.28, 1.36], [-1.51, 0.63, 2.71], [-0.82, -5.61, 3.64], [-2.11, -5.60, 2.45], [-2.13, -4.43, 3.77], [1.22, -5.38, 1.28], [1.12, -4.05, 0.12], [-0.09, -5.34, 0.11], [1.39, -3.33, 3.55], [0.06, -2.21, 3.87], [1.15, -1.94, 2.50], [-1.96, -4.41, -1.98], [-3.52, -5.23, -2.10], [-2.44, -5.56, -0.74], [-3.69, -1.67, -2.23], [-4.96, -1.38, -1.04], [-5.14, -2.67, -2.24], [-4.46, -4.77, 1.50], [-5.67, -4.68, 0.22], [-5.44, -3.31, 1.30], [-4.23, -2.20, 3.58], [-3.98, -0.70, 4.47], [-2.69, -1.89, 4.39], [-5.14, -0.34, 1.34], [-3.99, 0.52, 0.33], [-4.50, 1.21, 1.88], [-0.64, 0.16, 3.17], [-1.91, 1.36, 3.43], [-1.21, 1.22, 1.84]], "mulliken_charge": [1.10, -0.25, 0.60, 0.33, -0.26, 0.16, -0.35, -0.05, 0.30, 1.02, -0.73, -0.53, -0.69, -0.79, -0.45, 0.83, -0.43, -0.84, -0.60, -0.74, -0.80, 0.02, 0.07, 0.14, -0.32, 0.37, 0.51, 0.46, 0.47, 0.50, 0.50, 0.47, 0.44, 0.46, 0.50, -1.08, -0.11, 0.74, -0.11, -0.49, 0.36, 0.34, 0.38, 0.26, 0.23, -0.23, -1.03, 0.34, -0.77, -0.69, 0.11, -0.62, 0.35, -0.99, -0.97, -1.00, 0.20, -1.04, -1.11, -0.11, 0.40, 0.28, 0.32, 0.38, 0.09, 0.27, 0.41, 0.25, 0.01, 0.31, 0.40, 0.27, 0.32, 0.26, 0.40, 0.30, 0.42, 0.29, 0.32, 0.41, 0.28, 0.38, 0.28, 0.43, 0.34, 0.48, -0.68]}